Below is a cluster of 4 separate species, C4H16N2O4 in total at a distorted geometry, with properties calculated with ωB97M-V with the def2-TZVPD basis set.

```
26
Properties=species:S:1:pos:R:3:forces:R:3
O 1.310 -0.588 1.778 0.7138 0.3613 -0.9481
C 0.207 -0.771 2.207 -0.1391 0.6076 0.1311
C -1.077 -0.462 1.478 0.5091 0.3393 -2.7312
C -1.577 -1.844 0.926 0.6520 0.6155 2.7198
N -0.758 0.320 0.224 -1.3358 1.0604 1.5336
C -0.804 1.777 0.364 2.6815 1.0118 -1.5333
N -0.423 2.408 -0.956 0.6416 -1.0843 0.5940
H 0.174 -1.209 3.177 -0.7025 -0.6939 1.2760
H -1.790 0.095 2.083 -0.0085 -0.2000 0.1251
H -0.981 -1.966 0.025 -0.7845 -0.6001 -0.1840
H -1.233 -2.531 1.724 -0.2663 -0.4759 -0.6791
H -2.670 -1.912 0.940 0.4102 0.0665 -0.8485
H 0.145 0.035 -0.073 1.1650 -0.1103 -0.3369
H -0.004 2.319 1.055 -1.7505 -1.4661 -0.5199
H -1.800 2.076 0.569 -0.9572 0.1106 0.8968
H -0.651 1.903 -1.809 -0.3486 -0.1275 0.5200
H -0.767 3.341 -1.004 -0.2656 0.5870 -0.1125
H 1.851 -1.476 -1.131 0.2827 0.2760 -0.2249
H 2.757 -0.275 -1.524 -1.1349 -0.5485 -0.1236
O 2.021 -0.852 -1.854 0.4273 -0.2966 0.1807
H 2.383 1.224 0.360 -0.3968 -0.6169 1.1979
H 2.539 1.980 -0.856 -0.1170 0.5074 -0.8217
O 2.851 1.173 -0.458 0.7544 0.5418 -0.0744
H -0.742 -0.976 -1.915 0.4214 -0.0022 -0.1521
H -0.073 -2.094 -2.794 1.1272 0.0674 -0.0722
O -0.887 -1.696 -2.537 -1.5788 0.0695 0.1873
```
Forces are in eV/Å.

Computed properties:
LUMO energy, eV: 0.67
Charge: 0
Structure (SMILES): C[C@@H](C=O)NCN.O.O.O
Spin multiplicity: 1
Frontier orbital gap, hartree: 0.3680
Total energy, eV: -15576.416



Below is a cluster of 4 separate species, C4H16N2O4S in total at a distorted geometry, with properties calculated with ωB97M-V with the def2-TZVPD basis set.

```
27
Properties=species:S:1:pos:R:3:forces:R:3
N 0.902 -0.712 -0.294 -0.8905 -0.7502 -1.2316
C 1.063 0.710 -0.211 -4.5607 0.6801 -2.3441
C 1.870 1.168 0.927 -0.0416 0.3151 2.6658
C 3.357 1.271 0.453 -0.0760 -2.9026 2.6893
S 3.809 -0.646 0.514 1.2359 1.2523 -1.9762
C -0.467 1.303 -0.139 -0.7415 -1.0018 4.1682
N -1.289 0.799 0.967 1.6492 -1.4706 -0.6790
O -0.869 2.236 -0.757 0.0758 1.0109 -1.5480
H 0.968 -1.258 0.556 0.3023 0.3356 -0.1638
H 1.529 -1.029 -0.999 0.4515 -0.9010 -0.0009
H 1.270 1.100 -1.292 0.4489 -0.5388 2.0488
H 1.432 2.101 1.342 0.6171 -0.1306 -0.4384
H 1.593 0.366 1.842 1.3226 2.1055 -2.2644
H 4.108 1.681 1.224 -1.3042 0.0273 -1.8319
H 3.368 1.508 -0.624 0.5904 0.3866 0.8139
H 3.653 -0.812 1.785 -0.2277 0.0693 1.4083
H -2.266 1.159 1.196 2.0539 -0.8448 -1.0532
H -1.023 -0.196 1.276 -1.1722 2.1908 -0.5428
H -3.812 0.576 -1.954 -1.6773 0.5002 3.7164
H -4.006 1.796 -1.164 0.2430 2.1272 0.3958
O -4.231 0.904 -1.005 1.5028 -2.6334 -4.0539
H -1.147 -1.543 -1.550 2.2387 2.7151 0.8135
H -1.325 -2.903 -1.885 -3.1868 2.9871 0.3438
O -1.934 -1.984 -1.739 1.1962 -5.3266 -1.9743
H -2.504 -3.115 0.893 -0.0415 -0.1957 0.4694
H -2.143 -2.104 -0.142 0.2579 -0.0067 0.6962
O -1.905 -2.375 0.779 -0.2661 -0.0003 -0.1272
```
Forces are in eV/Å.

Computed properties:
LUMO energy, eV: 0.36
Charge: 0
Structure (SMILES): NC(=O)[C@H](N)CCS.O.O.O
Spin multiplicity: 1
Frontier orbital gap, hartree: 0.3282
Total energy, eV: -26410.454